Entry 1:
The following is a DFT calculation (ωB97M-V with the def2-TZVPD basis set) of a gas-phase ion, C5H10O2 (charge +1) in a non-equilibrium geometry.

```
17
C5H10O2 | the OMol25 dataset | ωB97M-V with the def2-TZVPD basis set
O 2.30 1.40 0.67
C 1.19 1.22 1.04
O 0.62 1.91 2.10
C 0.45 -0.19 0.85
C -0.60 -0.07 -0.29
C 0.03 0.13 -1.63
C -1.47 -1.47 -0.27
H 1.33 2.52 2.13
H 0.17 -0.55 1.80
H 1.40 -0.78 0.56
H -1.28 0.78 -0.04
H -0.47 0.72 -2.31
H 0.30 -0.84 -2.07
H 1.00 0.64 -1.54
H -2.34 -1.44 0.42
H -0.81 -2.27 -0.05
H -1.82 -1.72 -1.37
```

## Properties
Total energy = -9431.2638 eV
Frontier orbital gap (spin up / spin down) = 11.70 / 6.03 eV
Energy above the lowest of the compared OMol25 structures with the same formula, charge and spin = 1.837 eV
Total charge = +1
Multiplicity = 2
E_HOMO (spin up / spin down) = -16.38 / -16.21 eV
Strongest force on any atom = 0.07963 hartree/bohr

***

Entry 2:
The following is a DFT calculation (ωB97M-V with the def2-TZVPD basis set) of a molecular structure, C41H34HfN3O2Sb in a non-equilibrium geometry.

```
82
C41H34HfN3O2Sb | the OMol25 dataset | ωB97M-V with the def2-TZVPD basis set
Hf 0.83 0.01 0.54
C -2.98 -2.79 1.16
O -3.37 -1.40 1.46
C -2.37 -0.65 1.15
N -1.33 -1.19 0.61
C -1.69 -2.62 0.34
C -0.55 -3.55 0.60
C -0.69 -4.73 1.31
C 0.39 -5.60 1.44
C 1.60 -5.32 0.84
C 1.75 -4.16 0.09
C 0.68 -3.27 -0.02
C -2.47 0.80 1.27
C -3.65 1.48 1.53
C -3.64 2.86 1.37
C -2.50 3.48 0.88
C -1.39 2.69 0.65
N -1.36 1.39 0.90
C -0.17 3.13 -0.02
N 0.73 2.28 -0.36
C 1.78 3.00 -1.10
C 1.32 4.47 -1.00
O 0.00 4.37 -0.34
C 3.10 2.62 -0.52
C 4.06 3.53 -0.14
C 5.28 3.09 0.38
C 5.54 1.74 0.55
C 4.60 0.81 0.13
C 3.38 1.24 -0.41
H -3.79 -3.26 0.61
H -2.84 -3.30 2.11
H -1.92 -2.68 -0.73
H -1.65 -5.01 1.72
H 0.25 -6.53 1.98
H 2.42 -6.02 0.90
H 2.65 -4.01 -0.48
H 0.74 -2.45 -0.77
H -4.54 0.94 1.83
H -4.54 3.44 1.57
H -2.48 4.54 0.66
H 1.74 2.66 -2.14
H 1.19 4.95 -1.96
H 1.94 5.09 -0.37
H 3.91 4.59 -0.28
H 6.04 3.82 0.64
H 6.49 1.41 0.94
H 4.85 -0.23 0.18
H 2.76 0.52 -0.99
C 5.57 -3.52 0.12
C 5.59 -3.66 1.50
C 4.63 -3.03 2.29
C 3.66 -2.25 1.67
C 3.66 -2.09 0.29
C 4.61 -2.72 -0.49
Sb 2.18 -1.30 2.85
C 3.09 0.51 3.39
C 4.21 0.53 4.21
C 4.85 1.74 4.45
C 4.36 2.92 3.88
C 3.21 2.90 3.09
C 2.58 1.69 2.84
C 1.71 -2.38 4.60
C 1.58 -1.64 5.77
C 1.27 -2.32 6.94
C 1.06 -3.70 6.91
C 1.20 -4.41 5.72
C 1.51 -3.76 4.54
H 6.28 -4.06 -0.50
H 6.36 -4.26 1.98
H 4.64 -3.15 3.37
H 2.88 -1.49 -0.20
H 4.59 -2.61 -1.57
H 4.59 -0.38 4.66
H 5.73 1.77 5.08
H 4.86 3.86 4.08
H 2.81 3.82 2.69
H 1.65 1.68 2.26
H 1.72 -0.57 5.79
H 1.20 -1.78 7.87
H 0.77 -4.21 7.81
H 1.05 -5.48 5.72
H 1.62 -4.31 3.62
```

## Properties
Total energy = -59436.7857 eV
Frontier orbital gap = 5.05 eV
Total charge = +4
E_HOMO = -18.98 eV
Strongest force on any atom = 0.06227 hartree/bohr

***

Entry 3:
The following is a DFT calculation (ωB97M-V with the def2-TZVPD basis set) of C14H20N2O4 in the gas phase in a non-equilibrium geometry.

```
40
C14H20N2O4 | the OMol25 dataset | ωB97M-V with the def2-TZVPD basis set
C -0.88 -3.68 1.03
C 0.66 -3.81 1.06
C 1.22 -4.65 -0.10
C 1.33 -2.43 1.13
N 1.04 -1.62 -0.03
C 0.09 -0.65 -0.05
O -0.74 -0.50 0.86
C 0.16 0.27 -1.30
N 0.75 -0.43 -2.38
C -1.29 0.81 -1.63
C -1.54 2.22 -1.07
C -1.70 2.47 0.31
C -1.87 3.75 0.83
C -2.02 4.82 -0.07
O -2.24 6.08 0.43
C -1.88 4.60 -1.45
C -1.66 3.29 -1.96
C 2.83 -2.54 1.29
O 3.63 -2.23 0.49
O 3.08 -3.04 2.52
H -1.23 -3.11 1.90
H -1.35 -4.67 1.07
H -1.20 -3.29 0.05
H 0.84 -4.34 2.02
H 0.97 -4.12 -1.07
H 0.74 -5.65 -0.19
H 2.30 -4.84 -0.04
H 0.88 -1.87 1.96
H 1.72 -1.65 -0.78
H 0.76 1.14 -1.01
H 1.00 0.19 -3.14
H 0.14 -1.19 -2.70
H -1.45 0.84 -2.72
H -1.98 0.11 -1.15
H -1.68 1.63 1.01
H -1.93 3.97 1.90
H -2.29 6.72 -0.29
H -1.97 5.43 -2.16
H -1.46 3.11 -3.05
H 4.04 -3.25 2.63
```

## Properties
Total energy = -26013.7982 eV
SMILES = CC(C)[C@H](NC(=O)[C@@H](N)Cc1ccc(O)cc1)C(=O)O
Frontier orbital gap = 8.83 eV
Energy above the lowest of the compared OMol25 structures with the same formula, charge and spin = 0.863 eV
Total charge = 0
E_HOMO = -8.18 eV
Strongest force on any atom = 0.05035 hartree/bohr

***

Entry 4:
The following is a DFT calculation (ωB97M-V with the def2-TZVPD basis set) of C14H18N2O3 in the gas phase in a non-equilibrium geometry.

```
37
C14H18N2O3 | the OMol25 dataset | ωB97M-V with the def2-TZVPD basis set
C -3.13 -1.02 -1.26
C -2.65 0.44 -1.24
C -2.45 0.83 0.19
N -1.13 0.36 0.48
C -0.90 -0.59 1.50
O -1.70 -1.45 2.07
C 0.64 -0.39 1.68
O 0.89 -0.12 3.13
C 1.38 -1.68 1.26
C 1.53 -1.61 0.03
C 0.59 -2.02 -1.04
N 2.82 -1.30 -0.47
O 2.96 -1.37 -1.73
C 1.02 0.85 0.95
C 2.34 1.39 0.92
C 2.35 2.76 0.14
C 1.20 3.15 -0.65
C 0.08 2.26 -0.56
C -0.02 1.41 0.39
H -4.16 -1.27 -0.84
H -2.38 -1.44 -0.84
H -3.25 -1.31 -2.56
H -3.46 1.16 -1.63
H -1.94 0.53 -1.87
H -2.67 1.91 0.22
H -3.15 0.37 0.91
H 0.22 -0.85 3.75
H 0.90 -2.59 1.74
H 2.41 -1.54 1.81
H -0.29 -2.69 -0.48
H 0.19 -0.97 -1.55
H 0.77 -2.75 -1.70
H 3.95 -1.03 -2.25
H 3.12 0.99 1.54
H 3.39 2.89 0.08
H 1.33 3.89 -1.05
H -0.80 2.81 -1.11
```

## Properties
Total energy = -23919.7072 eV
SMILES = CCCN1C(=O)[C@@](O)(C/C(C)=N/O)c2ccccc21
Frontier orbital gap = 8.50 eV
Energy above the lowest of the compared OMol25 structures with the same formula, charge and spin = 14.526 eV
Total charge = 0
E_HOMO = -8.17 eV
Strongest force on any atom = 0.37529 hartree/bohr

***

Entry 5:
The following is a DFT calculation (ωB97M-V with the def2-TZVPD basis set) of 2 unconnected molecules or ions with the total composition C3H10NS in a non-equilibrium geometry.

```
15
C3H10NS | the OMol25 dataset | ωB97M-V with the def2-TZVPD basis set
C 0.65 1.15 -2.88
N 0.98 0.79 -1.70
H 1.19 1.98 -3.34
H 0.04 0.49 -3.49
H 0.29 0.26 -1.13
H 1.66 1.42 -1.27
C 0.14 0.01 2.07
C -0.79 -1.12 1.65
S -1.23 -0.80 -0.10
H 0.48 -0.05 3.11
H -0.28 0.99 1.86
H 1.08 -0.14 1.54
H -0.23 -2.05 1.69
H -1.70 -1.28 2.23
H -2.27 -1.63 -0.25
```

## Properties
Total energy = -15590.6180 eV
Frontier orbital gap = 7.52 eV
Energy above the lowest of the compared OMol25 structures with the same formula, charge and spin = 1.484 eV
Total charge = +1
E_HOMO = -13.12 eV
Strongest force on any atom = 0.03853 hartree/bohr

***

Entry 6:
The following is a DFT calculation (ωB97M-V with the def2-TZVPD basis set) of a molecular structure, C13H21BN6ORu in a non-equilibrium geometry.

```
43
C13H21BN6ORu | the OMol25 dataset | ωB97M-V with the def2-TZVPD basis set
C 2.96 -0.31 -0.20
N 1.70 -0.23 -0.71
N 1.81 -0.04 -2.08
C 3.11 0.00 -2.41
C 3.87 -0.17 -1.26
B 0.55 0.14 -2.96
N -0.42 -1.02 -2.59
N -0.81 -1.24 -1.26
C -1.69 -2.29 -1.28
C -1.84 -2.73 -2.59
C -1.03 -1.92 -3.38
Ru -0.07 -0.38 0.37
N -0.12 1.45 -2.48
N -0.46 1.56 -1.16
C -0.98 2.77 -0.96
C -0.98 3.47 -2.18
C -0.42 2.61 -3.11
H -1.34 3.07 0.02
H -0.21 2.73 -4.17
H -1.33 4.47 -2.34
H 0.80 0.17 -4.12
H -0.84 -1.91 -4.44
H 3.40 0.14 -3.44
H -2.47 -3.54 -2.92
H 4.94 -0.18 -1.18
H -2.13 -2.62 -0.34
H 3.10 -0.46 0.86
H -2.05 -0.19 1.40
C -1.66 -1.10 1.88
H -2.33 -1.93 1.65
H -0.57 -1.43 1.68
H -1.68 -0.88 2.95
C 0.50 3.08 2.72
C 1.22 1.85 2.19
C 2.19 1.29 3.22
O 0.24 0.87 1.83
H -0.11 2.81 3.59
H -0.15 3.51 1.95
H 1.22 3.85 3.02
H 1.80 2.16 1.31
H 1.63 0.99 4.12
H 2.71 0.41 2.83
H 2.93 2.04 3.50
```

## Properties
Total energy = -28015.9286 eV
Frontier orbital gap (spin up / spin down) = 7.45 / 5.14 eV
Energy above the lowest of the compared OMol25 structures with the same formula, charge and spin = 0.000 eV
Total charge = +4
Multiplicity = 5
E_HOMO (spin up / spin down) = -23.46 / -23.08 eV
Strongest force on any atom = 0.11885 hartree/bohr

***

Question: strongest force on any atom of number 5 (C3H10NS)?
Answer: 0.03853 hartree/bohr

***

Question: Which value of strongest force on any atom does entry 6 give?
Answer: 0.11885 hartree/bohr

***

Question: strongest force on any atom of number 6 (C13H21BN6ORu)?
Answer: 0.11885 hartree/bohr

***

Question: total charge of number 4 (C14H18N2O3)?
Answer: 0